Model A:
ORCA calculation (ωB97M-V/def2-TZVPD) on C3H6O2 in the gas phase.

XYZ file:
```
11
C3H6O2 | OMol25 | ωB97M-V/def2-TZVPD
O -1.566 -0.957 1.918
C -1.146 -0.421 0.925
C 0.314 -0.201 0.649
C 0.605 0.539 -0.651
O 0.101 -0.334 -1.571
H -1.865 -0.125 0.268
H 0.741 0.497 1.387
H 0.787 -1.149 0.767
H -0.052 1.444 -0.547
H 1.646 0.780 -0.638
H 0.435 -0.073 -2.508
```

The multiplicity is 1. For the highest occupied orbital energy, the calculation gives -9.68 eV.

Atom charges from the natural (NBO) analysis, given in e for atoms 1 to 5: -0.52 0.44 -0.52 -0.06 -0.71



Model B:
ORCA calculation (ωB97M-V/def2-TZVPD) on 2 unconnected molecules or ions with the total composition C3H6O2.

XYZ file:
```
11
C3H6O2 | OMol25 | ωB97M-V/def2-TZVPD
O -0.541 -1.612 0.135
C -0.672 -0.848 1.202
C 0.572 -0.051 1.150
C 0.685 0.302 -0.190
O 0.093 1.910 -1.858
H -0.755 -1.349 2.197
H -1.452 -0.060 1.298
H 1.365 0.244 1.831
H 1.571 0.693 -0.668
H -0.243 0.560 -0.745
H -0.072 2.191 -2.791
```

The multiplicity is 1. For the highest occupied orbital energy, the calculation gives -8.60 eV.

Atom charges from the natural (NBO) analysis, given in e for atoms 1 to 5: -0.44 -0.15 -0.02 -0.09 -0.96



Calculated relative energies: model A 0.000; model B 7.749, given in eV



Model A:
ORCA calculation (ωB97M-V/def2-TZVPD) on C3H6O2 in the gas phase.

XYZ file:
```
11
C3H6O2 | OMol25 | ωB97M-V/def2-TZVPD
C -0.777 0.164 1.010
C -0.346 -1.183 0.110
C 0.871 0.574 -0.382
H -1.978 0.100 1.108
H -0.190 0.198 2.093
H -1.271 -1.646 -0.409
H 0.266 -2.125 0.695
H 1.354 1.206 -1.181
H 1.648 0.350 0.526
O 0.557 -0.660 -0.925
O -0.346 1.233 0.018
```

The multiplicity is 1. For the highest occupied orbital energy, the calculation gives -10.15 eV.

Atom charges from the natural (NBO) analysis, given in e for atoms 1 to 5: -0.15 -0.13 0.20 0.22 0.20



Model B:
ORCA calculation (ωB97M-V/def2-TZVPD) on C3H6O2 in the gas phase.

XYZ file:
```
11
C3H6O2 | OMol25 | ωB97M-V/def2-TZVPD
O 0.515 -1.985 -0.553
C 0.759 -0.993 0.065
O 1.915 -0.308 -0.172
C -0.294 0.069 0.628
C -1.113 0.617 -0.577
H 2.539 -0.316 0.495
H -0.906 -0.352 1.378
H 0.467 0.795 1.191
H -0.446 1.271 -1.200
H -1.739 -0.180 -1.056
H -1.697 1.380 -0.199
```

The multiplicity is 1. For the highest occupied orbital energy, the calculation gives -10.34 eV.

Atom charges from the natural (NBO) analysis, given in e for atoms 1 to 5: -0.53 0.79 -0.74 -0.49 -0.61



Calculated relative energies: model A 1.767; model B 0.000, given in eV



Model A:
ORCA calculation (ωB97M-V/def2-TZVPD) on C3H6O2 in the gas phase.

XYZ file:
```
11
C3H6O2 | OMol25 | ωB97M-V/def2-TZVPD
O 0.570 -1.774 -0.357
C -0.465 -1.246 0.333
C -0.614 0.046 0.648
C 0.360 1.083 0.150
O 0.596 0.914 -1.255
H 1.130 -1.045 -0.677
H -0.241 0.601 -1.623
H -1.196 -2.010 0.591
H -1.495 0.352 1.201
H 1.351 0.981 0.612
H 0.004 2.098 0.375
```

The multiplicity is 1. For the highest occupied orbital energy, the calculation gives -9.10 eV.

Atom charges from the natural (NBO) analysis, given in e for atoms 1 to 5: -0.68 0.18 -0.39 -0.11 -0.73



Model B:
ORCA calculation (ωB97M-V/def2-TZVPD) on 2 unconnected molecules or ions with the total composition C3H6O2.

XYZ file:
```
11
C3H6O2 | OMol25 | ωB97M-V/def2-TZVPD
C 1.325 -0.568 0.301
C -1.109 -0.635 0.018
C -1.648 0.720 0.146
O 2.584 -0.508 -0.480
O -1.460 -1.740 0.144
H 1.353 0.455 0.611
H 1.302 -1.465 1.028
H -1.747 1.281 -0.870
H -0.859 1.361 0.680
H -2.680 0.783 0.509
H 2.703 -1.264 -1.070
```

The multiplicity is 1. For the highest occupied orbital energy (spin up / spin down), the calculation gives -7.45 / -7.76 eV.

Atom charges from the natural (NBO) analysis, given in e for atoms 1 to 5: -0.19 0.63 -0.79 -0.74 -0.48



Model C:
ORCA calculation (ωB97M-V/def2-TZVPD) on C3H6O2 in the gas phase.

XYZ file:
```
11
C3H6O2 | OMol25 | ωB97M-V/def2-TZVPD
O 0.300 1.512 0.884
C 0.887 0.633 -0.037
C 0.259 -0.775 0.023
C -1.188 -0.628 -0.361
O -1.990 -0.062 0.354
H 1.949 0.572 0.217
H 0.817 1.010 -1.072
H 0.332 -1.143 1.051
H 0.777 -1.468 -0.649
H -1.492 -0.975 -1.369
H -0.647 1.305 0.942
```

The multiplicity is 1. For the highest occupied orbital energy, the calculation gives -10.26 eV.

Atom charges from the natural (NBO) analysis, given in e for atoms 1 to 5: -0.72 -0.04 -0.55 0.44 -0.54



Calculated relative energies: model A 0.292; model B 3.599; model C 0.000, given in eV



Model A:
ORCA calculation (ωB97M-V/def2-TZVPD) on C3H6O2 in the gas phase.

XYZ file:
```
11
C3H6O2 | OMol25 | ωB97M-V/def2-TZVPD
C 0.455 0.922 1.150
C -0.294 0.698 -0.454
O -1.095 0.490 0.557
C -0.058 -0.591 -1.233
O -0.371 -1.766 -0.531
H 0.493 1.995 1.287
H 1.383 0.489 0.753
H 0.221 0.367 2.065
H 0.984 -0.638 -1.570
H -0.675 -0.470 -2.144
H -1.041 -1.498 0.120
```

The multiplicity is 1. For the highest occupied orbital energy, the calculation gives -8.25 eV.

Atom charges from the natural (NBO) analysis, given in e for atoms 1 to 5: -0.40 0.26 -0.50 -0.20 -0.72



Model B:
ORCA calculation (ωB97M-V/def2-TZVPD) on 2 unconnected molecules or ions with the total composition C3H6O2.

XYZ file:
```
11
C3H6O2 | OMol25 | ωB97M-V/def2-TZVPD
O 0.838 1.283 1.978
C 1.123 1.044 3.125
H 0.913 0.112 3.682
H 1.547 1.842 3.780
O -2.419 -1.121 -1.895
C -1.235 -1.221 -2.150
C -0.154 -0.236 -1.551
H -0.910 -1.815 -2.849
H -0.551 0.880 -1.672
H 0.809 -0.502 -1.995
H 0.037 -0.265 -0.453
```

The multiplicity is 1. For the highest occupied orbital energy, the calculation gives -9.77 eV.

Atom charges from the natural (NBO) analysis, given in e for atoms 1 to 5: -0.49 0.28 0.11 0.10 -0.51



Calculated relative energies: model A 2.956; model B 0.000, given in eV



Model A:
ORCA calculation (ωB97M-V/def2-TZVPD) on C3H6O2 in the gas phase.

XYZ file:
```
11
C3H6O2 | OMol25 | ωB97M-V/def2-TZVPD
C -1.502 0.872 0.628
O -0.369 0.190 0.025
C 0.752 -1.071 0.056
C 1.471 -0.264 -0.979
O 1.816 0.849 -0.703
H -2.332 0.225 0.920
H -1.266 1.536 1.486
H -1.908 1.555 -0.152
H 0.639 -2.139 -0.299
H 1.217 -1.101 1.039
H 1.482 -0.651 -2.020
```

The multiplicity is 1. For the highest occupied orbital energy, the calculation gives -9.75 eV.

Atom charges from the natural (NBO) analysis, given in e for atoms 1 to 5: -0.22 -0.64 -0.12 0.40 -0.46



Model B:
ORCA calculation (ωB97M-V/def2-TZVPD) on C3H6O2 in the gas phase.

XYZ file:
```
11
C3H6O2 | OMol25 | ωB97M-V/def2-TZVPD
O 1.129 0.070 0.458
C 0.666 0.656 -0.772
C -0.645 -0.133 -0.701
C -0.077 -0.676 0.625
O -0.738 -0.354 1.802
H -0.617 0.597 1.938
H 1.326 0.409 -1.609
H 0.580 1.747 -0.695
H -0.777 -0.879 -1.487
H -1.564 0.446 -0.584
H 0.099 -1.755 0.670
```

The multiplicity is 1. For the highest occupied orbital energy, the calculation gives -10.13 eV.

Atom charges from the natural (NBO) analysis, given in e for atoms 1 to 5: -0.53 -0.07 -0.49 0.38 -0.70



Calculated relative energies: model A 2.797; model B 0.000, given in eV



Model A:
ORCA calculation (ωB97M-V/def2-TZVPD) on a molecular structure, C3H6O2.

XYZ file:
```
11
C3H6O2 | OMol25 | ωB97M-V/def2-TZVPD
O 0.472 1.432 0.454
C 0.597 0.390 -0.488
C 0.543 -1.033 -0.063
C -0.638 -0.454 -0.808
O -1.725 0.086 0.588
H 1.156 1.314 1.125
H 1.191 0.661 -1.360
H 0.393 -1.257 0.990
H 1.124 -1.775 -0.605
H -2.204 0.149 -0.259
H -1.300 0.954 0.771
```

The multiplicity is 1. For the highest occupied orbital energy, the calculation gives -8.40 eV.

Atom charges from the natural (NBO) analysis, given in e for atoms 1 to 5: -0.73 -0.05 -0.57 -0.04 -0.80



Model B:
ORCA calculation (ωB97M-V/def2-TZVPD) on 3 unconnected molecules or ions with the total composition C3H6O2.

XYZ file:
```
11
C3H6O2 | OMol25 | ωB97M-V/def2-TZVPD
O -1.309 1.493 -1.285
C -0.745 -0.808 0.689
C 0.351 -1.551 0.559
C 1.639 1.138 -0.569
O 2.691 0.982 -0.182
H -1.530 2.004 -0.498
H -1.296 -0.415 -0.168
H -1.103 -0.508 1.673
H 0.724 -1.828 -0.427
H 0.928 -1.898 1.419
H -0.349 1.392 -1.212
```

The multiplicity is 1. For the highest occupied orbital energy, the calculation gives -10.15 eV.

Atom charges from the natural (NBO) analysis, given in e for atoms 1 to 5: -0.95 -0.39 -0.41 0.49 -0.48



Calculated relative energies: model A 3.545; model B 0.000, given in eV